(1)
{"formula": "C6H10ClN", "method": "ωB97M-V/def2-TZVPD", "symbols": ["C", "C", "C", "C", "C", "C", "N", "Cl", "H", "H", "H", "H", "H", "H", "H", "H", "H", "H"], "positions_angstrom": [[1.6310, -0.8447, 1.1129], [0.6061, -1.5519, 0.2335], [-0.9020, -1.1918, 0.3264], [-1.0211, 0.0938, -0.4917], [-0.8082, 1.3991, 0.3114], [-0.1089, 2.5961, -0.1890], [1.5097, 0.3231, 1.4516], [-1.3828, 1.5839, 1.9352], [2.5735, -1.3008, 1.5872], [0.8994, -1.4656, -0.7812], [0.5783, -2.6515, 0.4168], [-1.4549, -1.9819, -0.0942], [-1.3391, -1.2593, 1.3383], [-0.3636, -0.0159, -1.3025], [-2.0773, 0.1814, -1.0108], [-0.3419, 3.6260, 0.2609], [-0.2457, 2.7546, -1.3347], [0.9846, 2.4483, 0.0090]], "forces_ev_per_a": [[0.63, -0.22, 0.94], [-0.93, -2.82, 1.44], [1.44, 0.97, 0.65], [-3.63, 1.62, 1.77], [-0.25, -0.16, 0.18], [0.26, 1.56, -1.72], [-0.47, 1.76, 0.13], [0.24, -0.67, -1.29], [-1.01, -0.70, -1.05], [0.44, 0.15, -1.10], [0.72, 0.49, 0.11], [-0.51, -0.95, -1.37], [0.63, 1.03, -0.10], [1.09, 0.53, -1.05], [1.58, -0.04, 1.06], [-0.07, -1.84, -0.22], [0.32, -0.60, 1.81], [-0.47, -0.11, -0.19]], "de_lowest_kcal_mol": 133.91, "homo_ha": [-0.2418, -0.2029]}



(2)
{"formula": "C6H10ClN2O", "method": "ωB97M-V/def2-TZVPD", "symbols": ["C", "C", "C", "C", "C", "C", "N", "N", "O", "Cl", "H", "H", "H", "H", "H", "H", "H", "H", "H", "H"], "positions_angstrom": [[-0.2410, -0.1715, 1.5698], [-1.1940, 0.4260, 0.7893], [0.8020, 0.0714, -0.4614], [2.1784, -1.5279, -1.8113], [-2.5000, 1.0809, 1.1763], [1.7557, 0.0268, -1.5172], [-0.6999, 0.6561, -0.4504], [0.8762, -0.3946, 0.7820], [-2.8764, 0.8852, 2.5255], [-1.2603, 1.5782, -1.7621], [-0.0955, -0.3332, 2.5912], [3.1657, -1.4871, -2.1987], [1.6070, -2.0833, -2.5060], [2.0817, -2.2105, -0.9591], [-2.2658, 2.1862, 1.1699], [-3.2964, 0.6425, 0.5398], [1.3104, 0.6312, -2.3098], [2.6276, 0.4056, -1.0712], [1.7564, -0.8415, 1.2418], [-3.7318, 0.4595, 2.6613]], "forces_ev_per_a": [[2.80, -0.31, -2.11], [-1.83, 1.98, -1.02], [-3.43, 1.90, -2.00], [-0.61, 1.11, 0.39], [-0.46, 0.02, 1.06], [-1.24, -2.55, -0.21], [1.93, -1.27, -0.44], [2.07, -2.81, 5.91], [0.75, -0.41, 0.39], [0.10, -0.43, 1.21], [-0.75, -0.31, 1.42], [1.00, -0.21, -0.06], [-1.05, 0.15, -1.23], [0.49, 0.73, 0.44], [-0.71, -0.91, -1.06], [0.46, 1.09, -0.26], [0.80, -0.29, -0.45], [1.64, 1.16, -0.04], [-2.16, 1.35, -1.47], [0.20, 0.01, -0.47]], "charge": 1, "spin_multiplicity": 3, "de_lowest_kcal_mol": 35.42, "homo_ha": [-0.3691, -0.5361]}



(3)
{"formula": "C6H10ClNO2", "method": "ωB97M-V/def2-TZVPD", "symbols": ["C", "N", "C", "C", "C", "C", "Cl", "O", "C", "O", "H", "H", "H", "H", "H", "H", "H", "H", "H", "H"], "positions_angstrom": [[1.5921, -1.1726, -2.3030], [0.8355, -1.3243, -1.0380], [-0.3770, -0.5273, -0.8838], [-1.0763, -0.7039, 0.4996], [-0.4272, -0.0205, 1.6898], [-0.8313, 1.4599, 1.6828], [-2.5213, 1.6880, 2.2396], [0.0930, 2.3791, 2.3954], [-0.0274, 2.5054, 1.0571], [0.3422, 3.1766, 0.1532], [0.8877, -0.8643, -3.0999], [2.3895, -0.4644, -2.1693], [1.8819, -2.2935, -2.6463], [1.4572, -1.2878, -0.2328], [-1.0599, -0.8085, -1.5907], [-0.1019, 0.6238, -1.0086], [-0.9356, -1.7725, 0.6322], [-2.0652, -0.1982, 0.3342], [-0.7569, -0.4596, 2.5189], [0.7009, 0.0645, 1.7698]], "forces_ev_per_a": [[-1.46, -3.02, -0.16], [-0.16, -0.42, 0.04], [3.01, 3.26, 2.40], [1.35, 0.62, -1.81], [2.19, 3.39, -3.16], [-0.32, -0.78, 0.94], [0.70, 0.19, -0.61], [0.45, 0.21, -0.73], [-0.89, 0.24, 0.17], [0.07, -0.35, 0.65], [0.45, 0.19, 0.46], [0.64, 0.06, -0.46], [0.08, 2.79, 0.74], [-0.31, 0.19, -0.29], [-1.65, -0.58, -2.07], [-0.85, -1.85, -0.06], [-1.31, -0.34, 0.31], [0.40, -1.46, 0.54], [-1.35, -1.58, 3.67], [-1.06, -0.73, -0.56]], "smiles": "CNCCC[C@@]1(Cl)OC1=O", "de_lowest_kcal_mol": 62.86, "homo_ha": -0.3209}